No. 1
The following is a DFT calculation (the ωB97M-V functional and the def2-TZVPD basis) of 2 unconnected molecules or ions with the total composition C5H16N2O in a non-equilibrium geometry.

ORCA input file:
```
! RIJCOSX wB97M-V def2-TZVPD def2/J DEFGRID3
* xyz 0 1
C 0.18 1.95 -2.66
C 1.24 1.02 -2.04
N 1.43 1.31 -0.58
C 2.28 0.38 0.22
H 0.58 3.00 -2.55
H 0.02 1.70 -3.74
H -0.78 1.86 -2.11
H 0.97 -0.03 -2.13
H 2.27 1.14 -2.47
H 0.29 0.51 0.31
H 1.79 2.26 -0.46
H 1.90 -0.71 0.11
H 2.23 0.64 1.33
H 3.34 0.40 -0.05
C -1.19 -2.72 1.90
N -1.94 -1.77 1.07
C -1.74 -0.37 1.34
O -0.56 0.23 0.74
H -0.11 -2.47 2.12
H -1.20 -3.76 1.43
H -1.68 -2.80 2.87
H -2.03 -1.94 0.07
H -1.62 -0.26 2.41
H -2.56 0.22 0.96
*
```

## Properties
SMILES string: CCNC.CNCO
ΔE to the lowest compared entry with this formula, charge and spin, kcal/mol: 60.9
HOMO energy, hartree: -0.3094
M, u: 120.196

***

No. 2
The following is a DFT calculation (the ωB97M-V functional and the def2-TZVPD basis) of 9 unconnected molecules or ions with the total composition C27H66BrN17O10P in a non-equilibrium geometry.

ORCA input file:
```
! RIJCOSX wB97M-V def2-TZVPD def2/J DEFGRID3
* xyz -1 1
C -2.23 -2.80 2.53
C -1.34 -2.89 1.29
C 0.01 -2.18 1.40
C -0.02 -0.79 2.05
C 0.29 0.33 1.05
C -0.93 0.65 0.22
O -2.04 1.04 0.95
P -3.24 1.83 -0.05
C -2.82 3.55 0.68
N -3.90 4.53 0.42
C -3.79 0.10 -0.72
C -5.27 -0.11 -0.77
C -6.03 -0.11 0.41
C -7.40 -0.35 0.39
C -8.05 -0.59 -0.81
C -7.32 -0.57 -2.00
C -5.94 -0.33 -1.99
C -5.21 -0.34 -3.32
O -2.00 2.03 -1.32
C -0.73 1.70 -0.86
C 0.29 1.31 -1.95
C -0.30 1.25 -3.36
C 0.42 2.13 -4.37
Br 2.33 1.69 -4.50
H -3.02 -3.55 2.52
H -2.73 -1.84 2.55
H -1.66 -2.87 3.45
H -1.15 -3.95 1.09
H -1.89 -2.54 0.42
H 0.73 -2.83 1.90
H 0.38 -2.08 0.39
H 0.75 -0.77 2.83
H -0.96 -0.56 2.54
H 0.61 1.23 1.59
H 1.08 -0.01 0.39
H -1.15 -0.29 -0.35
H -4.25 1.76 1.00
H -4.15 2.48 -0.97
H -1.89 3.96 0.28
H -2.72 3.49 1.76
H -3.90 4.72 -0.58
H -4.78 4.06 0.64
H -3.32 -0.04 -1.69
H -3.37 -0.67 -0.07
H -5.52 0.07 1.34
H -7.94 -0.36 1.33
H -9.11 -0.80 -0.84
H -7.85 -0.76 -2.92
H -5.91 -0.28 -4.15
H -4.61 -1.25 -3.38
H -4.50 0.48 -3.33
H -0.30 2.58 -0.35
H 0.70 0.33 -1.71
H 1.12 2.01 -1.91
H -0.23 0.23 -3.74
H -1.35 1.55 -3.37
H 0.28 3.17 -4.08
H 0.00 1.98 -5.36
C 1.97 -4.78 -0.66
O 1.45 -3.74 -1.02
N 3.22 -4.83 -0.13
N 1.32 -5.99 -0.75
H 3.67 -5.68 0.17
H 3.74 -3.97 -0.05
H 0.39 -5.98 -1.13
H 1.72 -6.86 -0.46
C 5.75 -2.21 1.54
O 5.76 -3.14 0.73
N 4.63 -1.52 1.85
N 6.88 -1.81 2.19
H 4.60 -0.76 2.50
H 3.77 -1.77 1.39
H 7.74 -2.30 1.99
H 6.91 -1.07 2.86
C -2.87 6.79 3.63
O -3.88 6.39 4.17
N -2.57 6.56 2.32
N -1.93 7.52 4.32
H -1.73 6.90 1.90
H -3.21 6.01 1.75
H -2.11 7.71 5.29
H -1.08 7.86 3.91
C -6.17 -5.04 -1.53
O -6.25 -6.25 -1.53
N -5.74 -4.32 -2.61
N -6.50 -4.27 -0.44
H -5.67 -3.32 -2.61
H -5.49 -4.83 -3.43
H -6.81 -4.76 0.38
H -6.44 -3.27 -0.43
C 3.18 2.48 0.71
O 3.28 1.28 0.92
N 3.49 3.03 -0.50
N 2.74 3.36 1.66
H 3.39 4.01 -0.71
H 3.79 2.41 -1.23
H 2.47 2.97 2.55
H 2.63 4.34 1.50
C 7.39 -6.93 -0.50
O 7.39 -8.14 -0.32
N 7.77 -6.37 -1.69
N 7.01 -6.04 0.46
H 7.77 -5.38 -1.86
H 8.06 -6.99 -2.42
H 6.71 -6.42 1.34
H 6.98 -5.04 0.33
C -0.51 6.30 -5.13
O -0.13 5.85 -4.07
N 0.17 6.08 -6.30
N -1.65 7.05 -5.24
H -0.12 6.44 -7.19
H 1.00 5.53 -6.25
H -2.17 7.22 -4.40
H -1.98 7.43 -6.11
C 9.16 -1.01 5.23
O 8.90 -1.22 4.05
N 8.42 -1.55 6.24
N 10.21 -0.23 5.62
H 8.61 -1.39 7.21
H 7.65 -2.14 5.98
H 10.77 0.18 4.89
H 10.44 -0.04 6.58
*
```

## Properties
HOMO energy, hartree: -0.1624
M, u: 899.812

***

No. 3
The following is a DFT calculation (the ωB97M-V functional and the def2-TZVPD basis) of C19H20N2O4 in the gas phase.

ORCA input file:
```
! RIJCOSX wB97M-V def2-TZVPD def2/J DEFGRID3
* xyz 0 1
O 3.67 -2.27 -0.12
C 2.56 -2.57 0.27
N 1.41 -2.16 -0.30
H 0.51 -2.41 0.09
C 1.40 -1.12 -1.30
H 0.56 -1.31 -1.98
H 2.33 -1.18 -1.86
C 1.26 0.26 -0.65
C 1.15 1.33 -1.70
C 2.29 1.82 -2.33
C 2.19 2.78 -3.31
C 0.95 3.28 -3.68
C -0.19 2.80 -3.06
C -0.09 1.83 -2.08
H -0.98 1.46 -1.59
H -1.16 3.18 -3.34
H 0.88 4.04 -4.45
H 3.09 3.15 -3.80
H 3.26 1.43 -2.04
H 2.13 0.43 -0.02
H 0.36 0.27 -0.03
C 2.39 -3.53 1.46
H 2.57 -4.55 1.13
H 3.15 -3.25 2.20
O 1.10 -3.53 2.05
C 0.74 -2.44 2.71
O 1.43 -1.47 2.89
C -0.71 -2.54 3.21
N -1.43 -1.36 2.78
C -1.60 -1.15 1.45
O -1.32 -2.00 0.63
C -2.18 0.17 1.07
C -3.05 0.22 -0.01
C -3.58 1.43 -0.42
C -3.22 2.60 0.23
C -2.33 2.56 1.29
C -1.81 1.35 1.72
H -1.09 1.33 2.52
H -2.03 3.47 1.78
H -3.62 3.55 -0.10
H -4.26 1.46 -1.26
H -3.31 -0.70 -0.51
H -1.53 -0.60 3.43
H -0.73 -2.61 4.29
H -1.17 -3.43 2.76
*
```

## Properties
SMILES string: O=C(COC(=O)CNC(=O)c1ccccc1)NCCc1ccccc1
ΔE to the lowest compared entry with this formula, charge and spin, kcal/mol: 13.8
HOMO energy, hartree: -0.3241
M, u: 340.379

***

No. 4
The following is a DFT calculation (the ωB97M-V functional and the def2-TZVPD basis) of a molecular structure, C20H30N4O2ReS2 in a non-equilibrium geometry.

ORCA input file:
```
! RIJCOSX wB97M-V def2-TZVPD def2/J DEFGRID3
* xyz 2 2
Re 0.30 -0.40 0.00
N 0.61 -0.22 1.92
S -0.52 0.15 3.08
C -1.95 -0.73 2.47
C -1.74 -1.96 1.84
C -2.84 -2.68 1.38
C -4.12 -2.17 1.55
C -4.31 -0.96 2.20
C -3.23 -0.23 2.68
C -0.93 1.84 2.84
C -0.47 2.71 3.82
C -0.64 4.08 3.65
C -1.26 4.55 2.50
C -1.74 3.67 1.54
C -1.58 2.31 1.70
H 1.39 -0.69 2.39
H -0.74 -2.38 1.74
H -2.68 -3.64 0.91
H -4.97 -2.74 1.20
H -5.31 -0.57 2.33
H -3.39 0.70 3.20
H 0.02 2.33 4.71
H -0.30 4.76 4.41
H -1.37 5.62 2.36
H -2.25 4.05 0.66
H -1.98 1.62 0.96
C 1.50 -3.31 -1.48
C 2.53 -2.25 -1.08
C 2.92 -1.40 -2.31
C 3.78 -2.95 -0.54
C 1.94 -1.32 -0.02
H 1.86 -3.89 -2.34
H 0.54 -2.87 -1.75
H 1.33 -4.01 -0.66
H 3.30 -2.05 -3.10
H 3.71 -0.69 -2.05
H 2.06 -0.84 -2.69
H 4.18 -3.64 -1.28
H 3.54 -3.52 0.36
H 4.56 -2.23 -0.29
H 2.64 -1.27 0.85
N -1.42 -0.01 -4.34
C -2.36 0.16 -3.18
C -1.59 -0.20 -1.91
O -2.06 0.02 -0.79
O -0.44 -0.71 -2.09
H -1.15 0.88 -4.75
H -1.79 -0.61 -5.07
H -0.58 -0.45 -3.91
H -3.21 -0.52 -3.30
H -2.73 1.18 -3.12
N 2.99 3.00 -1.72
C 2.48 2.06 -0.93
N 3.24 1.49 -0.02
S 0.81 1.65 -1.14
H 3.94 3.33 -1.61
H 2.41 3.47 -2.38
H 4.22 1.72 0.08
H 2.86 0.74 0.53
*
```

## Properties
<S²>: 0.7708
ΔE to the lowest compared entry with this formula, charge and spin, kcal/mol: 16.9
HOMO energy (spin up / spin down), hartree: -0.4783 / -0.4649
M, u: 608.827